(1)
Below is 2 unconnected molecules or ions with the total composition C3H6FNS at a distorted geometry, with properties calculated with ωB97M-V/def2-TZVPD.

Geometry as XYZ:
```
12
Properties=species:S:1:pos:R:3:lowdin_charge:R:1
S 1.089 0.858 1.640 0.7357
F -2.397 0.244 1.162 0.0162
N 1.313 0.785 -0.098 -0.4345
C -2.185 -0.302 -0.002 -0.2517
C -0.951 -0.466 -0.539 -0.0139
C 2.097 -0.126 -0.499 -0.2080
H -0.676 -0.660 -1.602 0.0801
H -3.151 -0.397 -0.555 0.1120
H -0.152 -0.517 0.189 -0.0347
H -0.087 1.430 1.708 -0.1632
H 2.311 -0.200 -1.604 0.0920
H 2.788 -0.649 0.200 0.0700
```

As for the HOMO energy: -9.2 eV. The LUMO energy comes out at 0.69 eV. For the HOMO-LUMO gap, the calculation gives 9.932 eV. The value obtained for the energy is -18247.8838 eV. As for the energy relative to the best compared isomer or geometry (same formula, charge and spin): 79.53 kcal/mol. As for the SMILES: C=CF.C=NS.

***

(2)
Below is 2 unconnected molecules or ions with the total composition C4H11N2 at a distorted geometry, with properties calculated with ωB97M-V/def2-TZVPD.

Geometry as XYZ:
```
17
Properties=species:S:1:pos:R:3:lowdin_charge:R:1
N 0.039 -1.749 -0.748 -0.0581
N -0.799 1.941 0.352 -0.0889
C 0.811 -1.749 0.293 0.1083
C -0.900 1.393 1.695 -0.1694
C 0.568 -1.152 -1.882 -0.0757
C 0.217 0.877 0.743 -0.1201
H 1.717 -1.254 0.327 0.0677
H 1.150 1.495 0.883 0.0712
H -0.759 2.972 0.218 0.1633
H 0.626 -2.224 1.290 0.1410
H 1.689 -1.189 -1.666 0.1318
H -0.789 -2.297 -0.777 0.1619
H -1.803 0.754 1.766 0.1113
H 0.079 -1.393 -2.843 0.1214
H 0.452 -0.047 -1.784 0.0905
H -0.599 2.029 2.499 0.0999
H -1.698 1.594 -0.366 0.2440
```

As for the HOMO energy (alpha / beta): -11.9 / -11.9 eV. The LUMO energy (alpha / beta) comes out at -4.13 / -4.13 eV. For the HOMO-LUMO gap (alpha / beta), the calculation gives 7.809 / 7.809 eV. The value obtained for the energy is -7294.7615 eV. As for the charge: +1. As for the energy relative to the best compared isomer or geometry (same formula, charge and spin): 142.67 kcal/mol.

***

(3)
Below is 2 unconnected molecules or ions with the total composition C3H9NS2 at a distorted geometry, with properties calculated with ωB97M-V/def2-TZVPD.

Geometry as XYZ:
```
15
Properties=species:S:1:pos:R:3:lowdin_charge:R:1
S -1.124 -0.694 1.152 0.2769
S -2.116 -0.512 -0.661 0.3407
N 1.850 1.004 0.355 -0.1042
C 2.961 0.340 1.071 -0.1101
C -0.678 -0.539 -1.822 -0.4764
C 2.159 1.790 -0.574 -0.0781
H -0.163 0.392 -2.020 0.0059
H -0.958 -1.055 -2.740 0.0229
H 2.807 0.487 2.135 0.0738
H 0.041 -1.201 -1.333 0.0062
H 3.912 0.698 0.670 0.0672
H 1.400 2.165 -1.257 0.0609
H 2.808 -0.706 0.804 0.0771
H -0.242 0.300 1.059 -0.2372
H 3.151 2.246 -0.691 0.0741
```

As for the HOMO energy: -8.3 eV. The LUMO energy comes out at 0.74 eV. For the HOMO-LUMO gap, the calculation gives 9.035 eV. The value obtained for the energy is -26416.2943 eV. As for the energy relative to the best compared isomer or geometry (same formula, charge and spin): 31.88 kcal/mol. As for the SMILES: C=NC.CSS.

***

(4)
Below is 9 unconnected molecules or ions with the total composition C43H76F3N10O at a distorted geometry, with properties calculated with ωB97M-V/def2-TZVPD.

Geometry as XYZ:
```
133
Properties=species:S:1:pos:R:3:lowdin_charge:R:1
F 3.137 3.336 -4.709 0.0877
F 1.442 2.607 -5.964 0.0997
F 3.494 1.836 -6.397 0.0666
O 0.642 -0.348 -1.651 -0.1228
N -6.778 2.698 0.594 0.1599
N 7.015 2.467 1.589 0.1237
N 3.743 6.180 -0.526 0.1179
N 4.838 -0.152 0.704 -0.1146
N -7.481 -1.285 -0.646 0.1649
N -11.820 -0.377 0.845 0.1277
N -2.130 -2.379 5.414 0.1255
N 2.332 -7.249 3.767 0.1300
N 7.600 6.734 -1.810 0.1512
N 2.007 0.722 0.555 -0.0204
C 1.376 -5.145 -0.197 -0.1394
C 1.037 -2.210 2.796 -0.1430
C -7.328 4.464 -1.254 -0.0613
C -4.047 -3.294 -0.928 -0.1951
C -4.347 -0.703 -1.508 -0.2243
C 1.741 1.314 -3.046 -0.0990
C -0.388 -2.697 7.336 -0.0726
C -1.176 2.123 1.408 -0.2098
C 8.677 6.757 -1.407 -0.2173
C -8.037 -1.905 0.147 -0.2449
C 2.822 0.617 -0.713 -0.1619
C -8.745 -2.692 1.157 -0.0594
C 0.387 2.395 1.734 -0.1394
C 0.681 -1.240 -0.517 -0.0887
C 10.047 6.787 -0.894 -0.0471
C -1.112 -5.445 -0.755 -0.2116
C 2.624 2.218 -5.357 -0.4776
C 3.885 -7.718 1.718 -0.0770
C 1.188 1.974 0.423 -0.1197
C -4.765 0.736 -0.993 -0.2214
C 2.027 -1.619 1.689 -0.1292
C 3.015 -7.455 2.866 -0.2828
C 4.463 7.059 -0.709 -0.2728
C 6.523 4.223 -0.284 -0.0774
C 5.568 -1.460 0.911 -0.1148
C 0.347 -5.347 -1.424 -0.2318
C -11.116 0.513 0.661 -0.2756
C -10.216 1.643 0.427 -0.0851
C 6.799 3.241 0.765 -0.2644
C 4.090 -0.331 -0.564 -0.1892
C 2.475 0.951 -4.414 -0.0578
C 5.379 8.175 -0.941 -0.0948
C -2.614 -3.475 -1.628 -0.2130
C 1.961 0.130 -1.973 -0.2482
C -7.020 3.475 -0.219 -0.2523
C -1.364 -2.519 6.260 -0.2848
C -2.710 2.413 -0.657 -0.2113
C -1.806 3.210 0.417 -0.1857
C -2.268 -5.046 -1.797 -0.1946
C 1.213 -0.515 0.831 -0.1834
C -3.728 1.397 0.014 -0.2167
C -4.201 -1.795 -0.364 -0.2254
C 1.202 -3.513 3.339 0.0109
H -5.177 -1.058 -2.203 0.1008
H 6.046 8.331 -0.091 0.0824
H 2.354 -2.490 1.025 0.0982
H -9.538 1.797 1.268 0.0715
H 1.123 -4.477 2.762 0.0494
H -6.439 5.026 -1.547 0.0817
H 2.975 -1.198 2.149 0.1084
H -1.778 -2.974 -1.047 0.0733
H 0.500 -3.227 6.986 0.0714
H 0.634 1.442 -3.270 0.1367
H -5.745 0.618 -0.425 0.0637
H 2.564 -0.678 -2.495 0.1501
H -0.956 3.661 -0.203 0.1079
H -2.693 -3.024 -2.662 0.1051
H -8.942 -3.707 0.807 0.0857
H -8.167 -2.772 2.080 0.0845
H 6.133 3.747 -1.186 0.0871
H -0.058 -1.738 7.740 0.0825
H 1.347 -6.045 0.507 0.0735
H 3.499 0.545 -4.163 0.1315
H 2.624 0.866 1.381 0.1839
H 7.421 4.768 -0.569 0.0352
H 5.812 -1.929 -0.105 0.0881
H -1.175 1.139 0.821 0.0824
H 4.837 9.110 -1.104 0.0868
H 0.490 3.479 2.025 0.1210
H -4.840 -3.429 -1.723 0.1141
H 4.856 -2.196 1.411 0.0755
H -2.029 1.903 -1.424 0.1091
H -3.206 -1.592 0.173 0.0887
H 0.428 1.888 -0.425 0.1334
H -9.707 -2.243 1.413 0.0629
H -4.097 -4.072 -0.106 0.1112
H -1.968 -5.243 -2.870 0.1055
H -1.790 1.926 2.334 0.1229
H -7.726 3.991 -2.153 0.0852
H -0.400 -1.553 -0.330 0.1328
H 1.346 -2.111 -0.797 0.1223
H 2.126 2.313 -2.676 0.1170
H -4.997 -1.721 0.439 0.0994
H -3.396 -0.721 -2.134 0.1064
H 10.546 5.826 -1.030 0.0892
H 5.558 0.575 0.610 0.0693
H -2.388 4.018 0.953 0.1162
H 1.031 -4.256 0.432 0.0344
H 1.816 0.205 -4.959 0.1490
H 0.608 1.722 2.633 0.1189
H -3.159 0.537 0.506 0.0869
H -9.601 1.488 -0.461 0.0717
H 5.786 4.959 0.039 0.0408
H 0.615 -6.296 -1.974 0.1070
H -1.119 -4.665 0.079 0.1009
H 10.070 7.019 0.173 0.0891
H -8.071 5.186 -0.909 0.0841
H 6.001 8.005 -1.814 0.0310
H 2.438 -4.973 -0.546 0.0696
H 4.509 -8.598 1.883 0.0837
H 3.226 1.649 -0.986 0.1541
H 4.804 -0.050 -1.416 0.1479
H -4.222 1.962 0.877 0.1039
H 3.306 -7.894 0.809 0.0747
H 1.834 2.872 0.137 0.1499
H 0.382 -4.455 -2.120 0.0999
H 3.759 -1.403 -0.745 0.1204
H -0.806 -3.273 8.163 0.0853
H -1.299 -6.479 -0.337 0.1128
H 0.186 -1.573 3.210 0.1006
H 1.473 -3.567 4.443 0.0679
H 6.529 -1.318 1.495 0.0996
H -10.769 2.573 0.281 0.0805
H -3.264 3.217 -1.256 0.1098
H -3.245 -5.591 -1.565 0.1056
H 4.553 -6.877 1.522 0.0799
H 10.648 7.541 -1.404 0.0904
H -4.880 1.410 -1.896 0.1065
H 0.271 -0.324 1.441 0.1331
```

As for the HOMO energy: -10.4 eV. The LUMO energy comes out at -2.14 eV. For the HOMO-LUMO gap, the calculation gives 8.266 eV. The value obtained for the energy is -70910.2488 eV. As for the charge: +1. As for the energy relative to the best compared isomer or geometry (same formula, charge and spin): 145.10 kcal/mol.

***

(5)
Below is 2 unconnected molecules or ions with the total composition C4H13N3O at a distorted geometry, with properties calculated with ωB97M-V/def2-TZVPD.

Geometry as XYZ:
```
21
Properties=species:S:1:pos:R:3:lowdin_charge:R:1
O -2.332 -2.988 1.032 -0.0215
N -1.466 -0.490 0.432 0.0460
N -0.133 1.371 1.209 0.0004
N 1.852 -0.549 -1.828 0.0274
C 1.132 0.895 0.723 -0.3299
C -1.294 0.795 1.010 -0.2376
C 1.470 1.483 -0.591 -0.2619
C 1.112 0.755 -1.825 -0.2519
H -0.592 -0.746 0.022 0.0378
H -2.101 1.427 1.504 0.1224
H -2.843 -2.428 0.483 0.0168
H 1.309 -0.218 0.845 0.1132
H -1.688 -1.206 1.180 0.0780
H 1.964 0.993 1.506 0.1284
H 0.105 0.505 -1.832 0.0635
H 1.184 2.646 -0.505 0.1561
H 1.520 1.221 -2.871 0.1676
H 1.553 -1.302 -1.392 -0.0092
H -2.834 -3.599 1.501 0.0176
H 2.162 -0.852 -2.666 0.0124
H 2.617 1.565 -0.618 0.1244
```

As for the HOMO energy: -8.9 eV. The LUMO energy comes out at 0.74 eV. For the HOMO-LUMO gap, the calculation gives 9.605 eV. The value obtained for the energy is -10873.9701 eV. As for the energy relative to the best compared isomer or geometry (same formula, charge and spin): 85.50 kcal/mol. As for the SMILES: N/C=N\CCCN.O.

***

(6)
Below is 2 unconnected molecules or ions with the total composition C4H12 at a distorted geometry, with properties calculated with ωB97M-V/def2-TZVPD.

Geometry as XYZ:
```
16
Properties=species:S:1:pos:R:3:lowdin_charge:R:1
C 0.402 -2.021 1.702 -0.1546
C -0.623 1.129 -0.852 -0.1880
C 1.409 -1.392 0.694 -0.1605
C -1.253 2.298 -1.639 -0.1558
H 2.040 -2.162 0.251 0.0583
H -0.336 0.265 -1.434 0.0463
H -1.747 1.940 -2.532 0.0583
H 0.926 -0.955 -0.175 0.0209
H -0.448 2.961 -1.976 0.0593
H 0.951 -2.765 2.286 0.0580
H 0.154 -1.306 2.479 0.0530
H -1.815 2.861 -0.909 0.0575
H 0.139 1.465 -0.147 0.0623
H -1.355 0.745 -0.121 0.0647
H 1.990 -0.654 1.242 0.0623
H -0.433 -2.408 1.130 0.0580
```

As for the HOMO energy: -11.4 eV. The LUMO energy comes out at 1.14 eV. For the HOMO-LUMO gap, the calculation gives 12.545 eV. The value obtained for the energy is -4342.0719 eV. As for the energy relative to the best compared isomer or geometry (same formula, charge and spin): 10.52 kcal/mol. As for the SMILES: CC.CC.

***

(7)
Below is C18H33NO2 in the gas phase, with properties calculated with ωB97M-V/def2-TZVPD.

Geometry as XYZ:
```
54
Properties=species:S:1:pos:R:3:lowdin_charge:R:1
O -2.494 -1.539 1.803 0.0396
O 4.156 0.958 -0.701 -0.0933
N -2.683 0.512 0.921 -0.0470
C -2.209 1.765 0.383 -0.1491
C 1.683 -0.499 -0.190 -0.2699
C 2.170 -0.127 -1.595 -0.1207
C -0.440 -0.455 1.240 -0.0640
C -2.748 1.976 -1.034 -0.1724
C 3.693 -0.012 -1.608 -0.1959
C 3.760 0.748 0.650 -0.5646
C 4.173 2.029 1.383 -0.0203
C -4.272 1.925 -1.024 -0.2037
C -1.953 -0.551 1.331 -0.4569
C 0.140 -0.646 -0.174 -0.2432
C -0.254 -2.001 -0.812 -0.3686
C -4.736 0.610 -0.406 -0.1705
C 4.503 -0.443 1.274 -0.0146
C -4.131 0.447 0.987 -0.1407
C 2.231 0.568 0.764 -0.0970
C -0.191 -3.175 0.164 -0.0577
C -1.635 -1.950 -1.465 -0.0553
H -4.397 -0.518 1.421 0.1198
H 1.743 0.838 -1.879 0.1283
H 0.767 -3.212 0.678 0.0765
H 5.569 -0.338 1.089 0.0921
H -2.398 2.936 -1.415 0.1128
H -1.122 1.801 0.380 0.1057
H 4.046 0.324 -2.586 0.1269
H 2.115 -1.465 0.088 0.1365
H 3.722 2.891 0.899 0.0859
H 2.011 0.314 1.800 0.1223
H 4.332 -0.462 2.347 0.0884
H -4.658 2.022 -2.041 0.1089
H -0.264 0.144 -0.817 0.1260
H -0.042 -1.226 1.900 0.1297
H 4.142 -0.993 -1.397 0.1237
H 1.761 1.527 0.529 0.1320
H -5.824 0.583 -0.333 0.1117
H -1.826 -2.879 -1.998 0.0816
H 1.866 -0.867 -2.336 0.1139
H -4.493 1.247 1.645 0.1308
H -0.986 -3.105 0.901 0.0681
H -4.660 2.761 -0.437 0.1123
H -4.416 -0.223 -1.035 0.1108
H 0.468 -2.198 -1.613 0.1207
H -0.139 0.514 1.636 0.1061
H -2.363 1.188 -1.685 0.1000
H 5.253 2.142 1.340 0.0860
H -0.316 -4.109 -0.380 0.0816
H -2.575 2.576 1.028 0.1323
H -1.697 -1.131 -2.180 0.0730
H 3.857 1.993 2.421 0.0865
H -2.412 -1.828 -0.717 0.0638
H 4.173 -1.390 0.858 0.0711
```

As for the HOMO energy: -9.1 eV. The LUMO energy comes out at 0.75 eV. For the HOMO-LUMO gap, the calculation gives 9.846 eV. The value obtained for the energy is -24787.8987 eV. As for the SMILES: CC(C)[C@@H](CC(=O)N1CCCCC1)[C@H]1CCOC(C)(C)C1.

***

(8)
Below is 2 unconnected molecules or ions with the total composition C3H7O3 at a distorted geometry, with properties calculated with ωB97M-V/def2-TZVPD.

Geometry as XYZ:
```
13
Properties=species:S:1:pos:R:3:lowdin_charge:R:1
O 0.635 2.412 0.046 -0.0913
O 0.474 0.140 0.067 -0.1232
O -0.997 -2.716 -1.945 -0.1826
C 0.627 1.280 0.560 -0.7681
C -1.225 -1.693 -0.885 -0.1266
C 0.690 1.228 2.156 -0.0578
H -0.065 -2.933 -1.837 0.0464
H -0.648 -1.943 -0.002 0.0613
H 1.680 0.787 2.294 0.0464
H -0.918 -0.728 -1.242 0.0512
H -2.277 -1.923 -0.719 0.0683
H 0.423 2.069 2.783 0.0369
H -0.047 0.452 2.372 0.0389
```

As for the HOMO energy: -4.0 eV. The LUMO energy comes out at 3.91 eV. For the HOMO-LUMO gap, the calculation gives 7.882 eV. The value obtained for the energy is -9367.6049 eV. As for the charge: -1. As for the energy relative to the best compared isomer or geometry (same formula, charge and spin): 35.82 kcal/mol.